Below is a 3-piece molecular cluster, C4H11N2O2 overall at a distorted geometry, with properties calculated with ωB97M-V/def2-TZVPD.

Each line ends with the Mulliken charge.
CARTESIAN COORDINATES (ANGSTROEM)
1 C 0.223 0.882 -1.886  -1.193
2 C 0.953 0.403 -0.702  0.648
3 C 1.702 -0.810 -0.537  -0.195
4 N 1.868 -0.972 0.791  -0.008
5 C 1.375 0.212 1.489  -0.033
6 N 0.841 0.941 0.616  0.068
7 H -0.125 0.131 -2.720  0.373
8 H 0.726 1.744 -2.425  0.388
9 H -0.689 1.435 -1.760  0.375
10 H 1.863 -1.654 -1.141  0.469
11 H 2.122 -1.795 1.322  0.290
12 H 1.367 0.233 2.634  0.398
13 H 0.384 1.853 0.657  0.354
14 H -1.952 -2.036 0.447  0.352
15 H -3.071 -1.078 0.148  0.340
16 O -2.274 -1.497 -0.344  -0.674
17 H -2.179 0.438 0.479  0.298
18 H -1.786 0.850 1.877  0.287
19 O -1.349 0.720 1.053  -0.538

Its HOMO energy (spin up / spin down) is -18.46 / -18.45 eV. Its expectation value of S² is 0.7581. The spin multiplicity is 2. As for the total charge: +2. For the energy above the lowest of the compared OMol25 structures with the same formula, charge and spin, the calculation gives 2.180 eV.